Model 1:
ORCA calculation (ωB97M-V/def2-TZVPD) on one molecule with the formula C5H6N2O2.

Atoms and positions in Å:
C: -2.438 1.926 0.255
C: -1.447 0.872 0.560
C: 0.661 -0.023 -0.220
C: 2.307 -1.283 -0.344
C: 1.218 -1.975 -0.756
H: -3.497 1.505 0.660
H: -2.481 2.176 -0.994
H: -1.932 2.767 0.853
H: 0.198 1.916 0.003
H: 3.300 -1.340 -0.333
H: 1.005 -3.172 -1.000
N: -0.197 1.112 -0.227
N: 1.994 0.035 -0.067
O: -1.555 0.031 1.358
O: 0.183 -1.154 -0.622

Computed properties:
HOMO level (eV): -8.7
Structure (SMILES): CC(=O)Nc1ncco1
M (Da): 126.11
Total charge: 0
Gap between HOMO and LUMO (Ha): 0.3464

---

Model 2:
ORCA calculation (ωB97M-V/def2-TZVPD) on one molecule with the formula C5H6N2O2.

Atoms and positions in Å:
C: 1.009 0.127 1.600
C: -0.117 0.265 0.667
C: 2.200 0.382 0.878
C: -0.722 -1.044 0.153
C: 0.651 0.551 -0.679
N: 1.953 0.519 -0.517
N: -1.953 -0.820 -0.363
O: -0.152 -2.138 0.004
O: 0.035 0.714 -1.862
H: 1.048 -0.188 2.663
H: -0.854 0.817 1.036
H: 3.199 0.349 1.287
H: -2.035 0.199 -0.660
H: -2.129 -1.629 -1.014
H: 0.650 0.538 -2.583

Computed properties:
HOMO level (eV): -8.7
Structure (SMILES): NC(=O)[C@H]1C=CN=C1O
M (Da): 126.11
Total charge: 0
Gap between HOMO and LUMO (Ha): 0.3392

---

Stability check: which of them is most stable? model 2.

---

Model 1:
ORCA calculation (ωB97M-V/def2-TZVPD) on one molecule with the formula C7H10N2OS.

Atoms and positions in Å:
C: 4.161 0.220 0.596
C: 1.113 -1.241 0.081
C: -0.340 -1.334 0.605
C: -1.209 -1.041 -0.611
C: -0.857 0.250 -1.309
C: -0.949 1.524 -0.433
C: -1.814 1.459 0.818
N: 3.049 -0.189 0.649
N: 1.830 -0.277 0.779
O: 1.679 -1.810 -0.830
S: -0.282 2.893 -0.893
H: 5.243 0.273 0.546
H: -0.340 -2.281 0.995
H: -0.275 -0.600 1.369
H: -1.239 -1.889 -1.320
H: -2.207 -0.887 -0.425
H: 0.073 0.203 -1.743
H: -1.605 0.523 -2.167
H: -1.368 0.948 1.629
H: -2.565 0.871 0.406
H: -2.099 2.385 1.255

Computed properties:
HOMO level (eV): -8.3
M (Da): 170.24
Total charge: 0
Gap between HOMO and LUMO (Ha): 0.3138

---

Model 2:
ORCA calculation (ωB97M-V/def2-TZVPD) on one molecule with the formula C7H10N2OS.

Atoms and positions in Å:
C: 1.826 -1.748 -0.957
C: 0.980 -1.988 0.095
C: 0.269 -0.295 -1.301
C: -0.986 0.572 1.658
C: -0.794 -0.714 2.373
C: -1.135 -0.796 0.948
C: 0.366 1.828 -3.004
N: 1.371 -0.781 -1.776
N: -0.110 -1.199 0.026
O: -1.534 1.768 -1.100
S: -0.939 0.842 -2.082
H: 2.773 -2.312 -1.000
H: 1.064 -2.612 0.909
H: -1.912 1.036 1.818
H: -0.116 1.187 1.350
H: 0.190 -1.038 2.701
H: -1.462 -0.917 3.175
H: -2.004 -1.112 0.534
H: 0.827 2.407 -2.276
H: -0.079 2.480 -3.775
H: 0.811 1.154 -3.665

Computed properties:
HOMO level (eV): -8.3
M (Da): 170.24
Total charge: 0
Gap between HOMO and LUMO (Ha): 0.3327

---

Stability check: which of them is most stable? model 2.

---

Model 1:
ORCA calculation (ωB97M-V/def2-TZVPD) on an isolated ion of composition C4H11N2OS and charge +1.

Atoms and positions in Å:
O: 0.297 1.830 0.099
C: -0.515 0.556 0.059
N: 0.275 -0.401 -0.934
C: 1.256 -1.381 -0.521
C: 2.270 -0.633 0.398
S: 3.534 0.390 -0.395
C: -1.991 0.931 0.215
N: -3.068 -0.237 0.250
H: -0.299 -0.620 -1.724
H: 0.591 -2.164 0.099
H: 1.785 -1.875 -1.366
H: 1.787 0.131 0.835
H: 2.641 -1.445 1.039
H: 2.593 1.106 -0.933
H: -2.403 1.534 -0.585
H: -2.169 1.365 1.219
H: 0.205 2.011 1.019
H: -3.876 0.149 0.685
H: -2.914 -1.245 0.545

Computed properties:
HOMO level (eV): -12.5
Structure (SMILES): NC/C(O)=[NH+]\CCS
M (Da): 135.21
Total charge: +1
Gap between HOMO and LUMO (Ha): 0.1910

---

Model 2:
ORCA calculation (ωB97M-V/def2-TZVPD) on an isolated ion of composition C4H11N2OS and charge +1.

Atoms and positions in Å:
N: 0.975 -1.229 0.493
C: 0.175 -0.416 -0.505
C: -0.642 0.649 0.220
C: -1.779 0.166 1.152
S: -1.267 -0.727 2.636
C: 1.232 0.107 -1.503
N: 0.888 1.121 -2.308
O: 2.329 -0.424 -1.518
H: 1.539 -0.577 1.014
H: 1.612 -1.871 0.020
H: 0.379 -1.723 1.152
H: -0.436 -1.137 -1.031
H: -1.088 1.287 -0.534
H: 0.055 1.262 0.781
H: -2.439 1.005 1.361
H: -2.342 -0.602 0.612
H: -0.666 0.250 3.331
H: 1.533 1.385 -3.017
H: -0.057 1.475 -2.356

Computed properties:
HOMO level (eV): -13.6
Structure (SMILES): NC(=O)[C@@H]([NH3+])CCS
M (Da): 135.21
Total charge: +1
Gap between HOMO and LUMO (Ha): 0.3842

---

Stability check: which of them is most stable? model 2.

---

Model 1:
ORCA calculation (ωB97M-V/def2-TZVPD) on a 2-piece molecular cluster, CH4O2S overall.

Atoms and positions in Å:
S: -1.360 -1.547 -1.052
H: -2.539 -1.163 -1.554
H: -1.081 -2.054 -2.242
O: -0.031 1.694 0.430
C: 1.022 1.163 0.586
O: 1.459 0.568 1.718
H: 1.804 1.032 -0.173
H: 0.725 0.307 2.288

Computed properties:
HOMO level (eV): -9.8
Structure (SMILES): O=CO.S
M (Da): 80.11
Total charge: 0
Gap between HOMO and LUMO (Ha): 0.3878

---

Model 2:
ORCA calculation (ωB97M-V/def2-TZVPD) on a 2-piece molecular cluster, CH4O2S overall.

Atoms and positions in Å:
C: 1.213 -0.539 -0.114
O: 2.493 -0.658 0.034
O: 0.573 -0.375 -1.079
S: -3.134 1.347 0.445
H: -2.561 0.889 -0.566
H: 0.592 -0.472 0.833
H: 3.059 -0.902 -0.761
H: -2.235 0.709 1.208

Computed properties:
HOMO level (eV): -9.7
Structure (SMILES): O=CO.S
M (Da): 80.11
Total charge: 0
Gap between HOMO and LUMO (Ha): 0.3768

---

Stability check: which of them is most stable? model 1.

---

Model 1:
ORCA calculation (ωB97M-V/def2-TZVPD) on CH3NO2 as an isolated structure.

Atoms and positions in Å:
C: -1.543 0.746 0.278
N: -2.444 -0.118 -0.027
O: -2.240 -1.324 0.171
O: -4.049 0.413 -0.456
H: -1.802 1.860 0.236
H: 12.681 -1.998 -1.022
H: -0.603 0.422 0.819

Computed properties:
HOMO level (eV): 1.5
M (Da): 61.04
Total charge: -2
Gap between HOMO and LUMO (Ha): 0.1537

---

Model 2:
ORCA calculation (ωB97M-V/def2-TZVPD) on a 3-piece molecular cluster, CH3NO2 overall.

Atoms and positions in Å:
C: 1.387 -0.171 1.313
N: 2.172 0.504 0.593
O: 2.018 1.053 -0.583
O: 4.155 0.493 1.401
H: 1.944 -0.682 2.195
H: -11.940 -0.953 -6.054
H: 0.264 -0.244 1.135

Computed properties:
HOMO level (spin up / spin down) (eV): 1.5 / 1.5
M (Da): 61.04
Total charge: -2
Gap between HOMO and LUMO (spin up / spin down) (Ha): 0.1330 / 0.1487

---

Stability check: which of them is most stable? model 1.